# 1
Molecular formula: C41H61F7O31
Method: DFT, ωB97M-V/def2-TZVPD

Geometry as XYZ:
```
140
Properties=species:S:1:pos:R:3:forces:R:3
F 4.02970 2.14121 0.02276 0.478 0.217 0.177
F -1.44577 3.54924 -4.12405 -0.329 0.003 0.434
F -4.04917 3.65253 3.99887 1.047 1.264 -0.252
F -2.72276 -1.78360 2.59555 0.913 0.081 0.299
F -2.42468 -0.80807 -0.57918 -0.140 -0.873 -0.049
F 3.18267 -0.78895 -3.83269 -0.699 0.030 -0.098
F 3.18808 -6.97401 -2.71740 -0.451 -0.979 -0.638
O -4.32751 -3.39285 -0.81043 -0.394 0.827 -0.492
O -0.91928 -1.63297 -4.50526 -0.264 -0.020 0.398
O -0.39582 5.51183 3.35153 1.646 0.784 -0.149
O -8.25118 1.15089 -1.19425 0.450 0.184 -0.515
O 1.02373 -4.29432 1.54983 0.927 2.070 1.530
O -0.93578 -3.54974 4.65774 -0.125 1.555 -2.078
O -2.48942 5.48197 4.00199 -3.184 -0.740 0.864
O 0.32437 0.24780 -4.54524 -1.984 0.789 0.462
O 1.29669 -1.66026 -4.86884 1.456 -0.071 0.118
O -0.00064 1.18576 -0.92517 0.081 -1.327 1.568
O -2.13761 -3.09794 -0.59208 1.009 2.076 -1.252
O 0.37325 -1.84139 5.38746 -0.009 -0.161 -0.475
O -2.18906 3.70121 -1.96194 1.032 -0.728 -0.555
O -3.19704 -4.54161 0.67474 0.433 -3.278 3.404
O 7.13394 2.09771 -2.85444 0.754 0.437 -0.278
O 0.59209 -0.48919 0.49150 0.883 -0.649 -0.295
O -3.46036 1.92703 -2.28175 -1.527 -0.381 0.934
O -4.08487 3.57249 -0.86538 -2.490 0.661 2.232
O 6.18762 0.49138 -1.62780 1.175 -1.214 0.995
O 4.99091 -4.81930 -0.89176 -0.322 -0.402 -0.464
O -0.50715 -1.74443 3.30668 -0.393 -0.116 0.268
O 3.74966 -3.03230 -1.30178 -0.364 1.884 0.182
O 5.05039 2.31650 -2.02593 -0.115 0.070 0.489
O 3.57928 -4.81557 -2.60258 -0.522 0.410 -1.053
O 1.54593 2.13871 3.87297 -1.047 1.039 -0.650
O 2.56244 -5.17519 0.22710 1.231 -0.712 -0.098
O 2.95134 1.17387 5.30067 0.865 0.213 1.142
O 1.86895 4.75309 -1.52208 -0.192 0.499 0.524
O -2.04974 5.03652 1.86958 0.799 -0.363 1.000
O 1.81554 2.83102 -2.68592 0.220 1.161 0.006
O -6.18073 0.33426 -0.77080 -0.444 0.467 -1.222
C -0.28283 -2.33950 4.53395 -0.564 -0.574 0.902
C -7.15853 0.85392 -1.59392 1.472 -0.413 0.984
C 1.43142 -5.07607 0.60163 -1.585 -0.547 -1.482
C 0.24380 -5.58559 -0.16942 0.208 -1.305 0.395
C 1.55033 -0.96701 -0.50230 -0.686 2.273 -0.703
C 1.89801 4.62621 0.91957 0.615 1.060 0.030
C 0.86062 -1.86908 -1.44650 -0.351 -1.615 0.634
C 6.24962 1.68232 -2.20109 -1.243 -0.165 0.010
C 2.34505 -0.68332 -4.91455 0.150 -0.142 -1.459
C 1.29417 3.24898 4.78343 0.708 -0.579 0.154
C 4.93070 0.19019 -1.01745 -0.202 1.782 -0.888
C -1.53176 5.40278 3.09663 -0.853 -1.597 -1.681
C -5.36261 -0.31325 1.29028 1.143 -0.443 0.515
C 0.33748 2.85252 5.88725 -0.264 -1.037 -0.714
C 4.93735 -6.14407 -1.37925 0.514 -1.615 -0.069
C 2.44906 0.04450 3.23426 -0.419 0.779 0.820
C -2.56203 -1.96474 -1.34665 -1.581 0.198 0.504
C -2.31002 1.62033 -3.01512 0.997 0.397 -0.029
C -3.33988 3.07780 -1.59701 2.286 -0.447 -2.534
C -6.63363 0.80647 -2.99932 -0.224 -0.633 -0.415
C 2.64232 -3.86576 3.29392 0.285 3.156 1.412
C -3.72972 4.92061 3.46962 0.083 0.008 0.782
C 1.25955 4.15476 -0.35372 0.397 -0.206 0.677
C 2.83709 4.75041 -3.63499 1.089 0.439 -1.529
C 4.07142 -4.12678 -1.57937 0.471 -0.482 0.813
C -1.48189 -2.43368 2.59876 -0.207 -1.532 -1.074
C 0.12095 -1.06866 -4.60498 0.611 0.574 -0.551
C 2.39131 1.20237 4.25280 -0.237 -1.239 -1.322
C -0.94956 1.05718 1.28885 0.234 0.665 0.469
C -6.41785 0.45922 0.61520 -2.003 -1.096 0.224
C -1.49285 2.89031 -2.88959 0.061 0.647 -0.888
C -3.45438 4.83177 2.01566 0.244 1.874 -1.237
C 4.20906 1.54461 -1.20969 0.061 -0.046 0.394
C -3.20314 -3.74980 -0.15211 -1.758 1.846 -2.417
C -0.06620 0.58892 0.15741 -1.417 1.789 -0.724
C 2.11346 -3.33932 2.01704 -1.331 -0.915 -0.600
C 1.60283 0.65632 -4.98616 0.190 -1.373 1.848
C 2.12018 4.02186 -2.58736 -0.505 -1.822 0.402
C 4.17239 -6.07839 -2.71400 0.634 1.257 1.367
C -1.62784 -3.76835 3.35899 0.462 0.288 0.683
C -4.06537 -2.28231 -1.67036 1.905 0.394 -0.634
H 3.87226 4.41730 -3.76453 -0.116 -0.378 0.472
H 2.94557 -0.87127 -5.81122 -0.052 -0.238 0.325
H -1.16198 -4.62416 2.88249 0.118 0.178 -0.189
H -5.29053 -0.20842 2.35749 -0.177 0.624 0.542
H 1.49656 1.13599 -5.92339 0.214 0.116 -1.176
H 0.20151 -2.51122 -0.86063 -0.146 -0.108 0.050
H -2.67846 -3.95912 3.50475 -0.247 -0.116 0.366
H 1.77221 5.70638 0.96161 -0.106 0.150 0.386
H -5.57503 0.97823 -3.28967 -0.709 0.073 1.062
H 0.68113 1.89892 6.31891 -0.043 0.468 0.063
H 1.42928 -0.09846 2.85177 0.516 -0.216 0.004
H -0.46790 2.72746 -2.63769 0.492 0.074 0.602
H -6.87583 -0.22320 -3.24793 0.155 -0.388 -0.395
H -2.56156 1.47213 -4.06652 0.045 -0.343 0.191
H 1.98464 1.33945 -4.24826 0.263 0.415 0.214
H 0.23139 -1.34808 -2.14510 -0.001 0.327 -0.337
H 2.85477 -3.29014 1.21484 -0.164 0.089 0.254
H 0.29671 3.60980 6.64547 -0.010 0.389 0.418
H 1.86974 -3.98128 4.04641 -0.186 -0.116 0.047
H -5.61653 -1.34354 1.19410 0.071 -1.061 -0.393
H -2.00867 0.90826 1.10793 -0.073 -0.167 -0.350
H 0.20923 4.36409 -0.27996 -0.607 0.490 -0.591
H 3.23988 1.60369 -1.64098 -0.740 -0.561 -0.556
H -7.27933 1.37836 -3.61516 -0.530 0.728 -0.627
H -2.01840 -1.76445 -2.23921 0.945 -0.407 -0.489
H 1.55365 -2.55998 -1.90522 0.215 0.176 -0.525
H 2.97524 4.45983 1.00943 -0.133 -0.336 -0.313
H -1.74791 0.80632 -2.53821 -0.387 0.018 -0.354
H 2.25751 3.49863 5.18771 0.460 0.141 0.504
H 1.55775 -2.40826 2.12563 0.234 -0.022 0.078
H 1.33301 3.10674 -0.38974 0.222 -1.366 -0.552
H -7.40819 -0.03862 0.84973 0.852 0.869 -0.165
H -3.86925 5.66842 1.42218 -0.450 -0.460 0.557
H -0.68864 -5.65104 0.43752 0.683 0.294 -0.717
H 3.16667 0.15594 2.42758 -0.008 0.464 -0.135
H -4.60731 5.52673 3.67912 0.385 0.283 0.528
H -3.83364 3.92581 1.61650 0.185 -1.003 -0.536
H -6.48651 1.49913 0.82742 0.034 0.886 0.509
H -0.67985 2.66514 5.51163 0.246 0.222 0.001
H 3.22640 -4.71579 3.24510 1.015 -1.933 -0.490
H 2.36221 -1.34082 0.06015 0.724 -0.756 0.377
H 2.79279 -0.76175 3.85700 -0.129 -0.693 0.001
H -1.21327 -2.57081 1.51372 -0.005 0.396 1.264
H 3.32332 -3.05546 3.68906 -0.563 -0.765 -0.178
H 4.39912 -6.86151 -0.69257 0.588 1.015 -0.546
H 1.84827 -0.06374 -1.06507 0.276 -0.388 0.368
H -0.79980 2.13446 1.40169 -0.016 0.009 -0.113
H 0.48766 -6.54252 -0.64810 -0.149 0.134 0.272
H -4.36058 -0.16500 0.88719 -0.072 0.179 -0.104
H 1.00995 4.09043 4.17667 -0.489 -0.030 -0.229
H 4.79144 -6.06448 -3.62014 -0.385 -0.609 0.063
H -4.67386 -1.38063 -1.50067 -0.092 -0.616 0.295
H 5.95712 -6.45662 -1.57481 0.143 -0.273 0.315
H 0.23957 -4.86901 -0.97520 -0.757 0.365 -0.360
H -0.71493 0.61291 2.25722 0.128 -0.188 -0.247
H 1.41647 4.17309 1.78682 -0.123 0.032 -0.150
H 2.92113 5.80521 -3.49057 -0.252 0.685 0.439
H -4.06669 -2.54688 -2.75996 -0.443 -0.184 1.007
H 2.41853 4.60195 -4.62792 -0.437 -0.219 0.100
H 4.53129 -0.59729 -1.60497 -0.749 -0.754 -0.304
H 4.95455 -0.07923 0.03589 0.544 0.093 -0.032
```
Forces are in eV/Å.

The calculation puts the HOMO energy at -9.9 eV. For the HOMO-LUMO gap, the calculation gives 10.2089 eV. As for the SMILES: O=C1OC[C@@H](F)O1.O=C1OC[C@@H](F)O1.O=C1OC[C@@H](F)O1.O=C1OC[C@@H](F)O1.O=C1OC[C@@H](F)O1.O=C1OC[C@@H](F)O1.O=C1OC[C@@H](F)O1.CCOC(C)=O.CCOC(C)=O.CCOC(C)=O.CCOC(C)=O.CCOC(C)=O.

Mulliken atomic charge list, values in e, 4 entries:
1 F -0.36
2 F -0.42
3 F -0.29
4 F -0.29

---

# 2
Molecular formula: C41H62Br2GeHgN4P3S3
Method: DFT, ωB97M-V/def2-TZVPD

Geometry as XYZ:
```
117
Properties=species:S:1:pos:R:3:forces:R:3
Hg -1.81094 1.20348 -0.84697 -0.052 0.213 0.092
Br -5.30025 0.04252 -0.98115 0.094 0.069 -0.132
Br -3.11793 4.37790 -1.51605 0.065 0.046 -0.049
Ge 0.21429 -0.11491 -0.00323 -0.254 0.055 -0.401
S -4.83726 2.34390 -5.10179 0.139 -0.047 0.011
S -2.55315 1.12546 -3.49655 0.156 -0.107 -0.106
S -5.60211 1.27661 -2.94106 -0.113 -0.073 0.248
P -2.51137 -0.27138 2.31745 0.027 -0.055 -0.050
P -0.79067 -2.07150 -2.91329 0.025 0.057 0.075
P 0.50676 3.11689 -1.30367 -0.069 -0.089 0.075
N 0.11598 0.38316 1.87627 0.133 -0.130 0.117
N 2.17622 -0.95216 1.07356 0.446 -0.265 0.212
N 1.72868 0.67083 -0.92118 0.079 -0.004 0.048
N 0.23093 -2.01688 -0.29579 -0.017 -0.018 0.218
C 0.70378 -2.78759 0.75182 0.064 -0.108 -0.042
C 1.77434 -4.13623 2.99611 -0.019 -0.004 -0.045
C 2.24295 -2.87298 2.64636 0.011 -0.037 0.034
C 0.53757 -4.62371 -3.37253 0.007 -0.012 0.019
C -1.32105 -2.49104 3.49159 -0.055 0.036 0.030
C 1.45638 1.63261 3.55746 -0.015 0.020 -0.045
C 0.25830 -4.06755 1.10791 0.068 -0.004 -0.005
C -4.12362 1.54592 -3.80513 -0.102 0.106 -0.011
C -3.69546 2.07595 3.61269 -0.018 -0.012 0.017
C -3.95498 0.83130 2.76340 0.020 0.020 -0.001
C -5.09986 0.00613 3.34931 -0.021 -0.019 -0.027
C 2.44346 0.01719 2.09618 -0.175 -0.074 -0.083
C 4.22911 -1.84116 0.00141 -0.005 -0.049 -0.025
C -2.33870 -3.16790 -4.95511 0.004 -0.006 -0.022
C 0.57360 -3.12233 -3.64146 0.032 0.015 0.022
C 0.75355 4.87631 0.80099 -0.005 0.033 -0.014
C -1.63615 -0.58153 5.07760 0.009 -0.006 -0.002
C -2.28043 -3.05891 -3.43222 -0.036 0.038 -0.020
C 3.84767 0.00894 -2.03343 -0.052 -0.008 -0.021
C -1.12383 0.96275 2.37115 -0.071 -0.013 -0.074
C 3.69245 0.27673 2.61397 0.059 0.064 -0.027
C 1.31518 3.53958 0.31388 0.031 -0.004 -0.023
C -3.15760 2.84943 -0.29356 0.055 -0.110 0.048
C 2.83674 3.48971 0.43883 -0.004 0.027 0.017
C -3.56797 -2.41858 -2.91738 -0.011 -0.039 -0.022
C 1.54471 1.71081 -1.92789 -0.035 0.050 0.067
C 3.14275 -0.99379 0.01385 -0.112 0.061 0.087
C 4.95628 -0.82755 -2.03311 0.023 -0.036 0.025
C -0.78412 -2.63717 -1.13916 0.059 -0.069 -0.088
C 0.91678 4.47635 -2.49899 -0.009 -0.018 -0.037
C 2.71498 1.87655 4.09452 0.041 -0.021 0.007
C 1.92854 -2.53894 -3.25117 0.034 0.014 -0.003
C 2.36842 4.93316 -2.62163 0.011 0.022 -0.010
C 5.15506 -1.76756 -1.03379 -0.020 0.038 -0.031
C 1.28855 0.69177 2.53090 0.028 0.086 0.002
C 3.84187 1.21730 3.62933 -0.062 0.011 -0.003
C 1.73147 -2.23602 1.53788 -0.065 0.192 -0.140
C 0.36006 4.07747 -3.86883 0.013 -0.015 -0.033
C 0.79579 -4.72266 2.20970 0.058 -0.006 -0.024
C -2.19917 -1.29259 3.84908 -0.003 0.042 0.064
C 2.89317 -0.06666 -1.00875 -0.002 0.021 -0.105
H -1.43079 1.83322 1.78088 -0.026 0.054 0.014
H -3.57235 -2.26738 -1.83896 0.007 -0.006 -0.009
H 0.71561 -4.84274 -2.31664 0.007 0.004 -0.008
H -2.98595 2.75689 3.14317 0.018 -0.002 -0.007
H -1.00454 1.31296 3.39314 0.043 -0.028 0.034
H -4.20107 2.55939 -0.25127 -0.043 -0.029 0.011
H -0.40956 -5.08283 -3.65985 0.009 0.000 -0.003
H -4.28934 1.17134 1.77959 0.014 0.047 -0.099
H 1.97422 -1.47039 -3.46326 -0.003 0.011 -0.004
H -0.31012 -2.17285 3.22712 -0.079 -0.002 0.019
H 0.38974 4.93063 -4.55124 0.005 -0.009 0.004
H 2.16723 -4.64402 3.86683 -0.004 -0.008 -0.005
H 2.73507 -3.02862 -3.80466 0.006 -0.004 0.017
H -5.27127 -0.91166 2.78160 0.011 0.009 -0.003
H -2.37063 -2.17105 -5.40313 0.004 -0.006 0.001
H -0.60895 -0.25243 4.89896 -0.007 0.002 0.003
H -0.54321 -4.54473 0.56395 -0.017 0.008 -0.002
H -0.33272 4.92751 0.68829 0.006 -0.016 0.004
H 2.80967 2.61475 4.88208 0.001 0.002 0.001
H 3.24211 2.53645 0.10269 0.002 -0.058 -0.023
H 3.00114 -2.37725 3.24113 0.005 0.010 -0.018
H -3.19362 -1.67961 4.09297 -0.024 0.011 0.021
H -1.48355 -3.70146 -5.37326 -0.030 -0.009 -0.002
H -0.58347 -3.70791 -1.18829 -0.042 0.004 0.063
H 1.18434 5.70855 0.23690 -0.013 -0.002 0.005
H 4.81985 1.42903 4.04001 -0.004 0.005 0.006
H 2.44760 5.69145 -3.40657 -0.007 -0.007 -0.003
H -2.86110 3.26635 0.66740 -0.048 0.032 0.045
H -1.24270 -3.17546 4.34178 -0.002 0.010 -0.001
H -3.24552 -3.69668 -5.26015 0.001 0.007 0.003
H -2.18910 -4.06364 -3.00217 -0.006 0.003 -0.005
H 2.52078 2.10313 -2.21298 0.048 0.017 0.023
H 2.12457 -2.66703 -2.18459 0.009 0.006 0.015
H 4.55276 -0.24648 2.21413 -0.015 -0.019 -0.005
H -1.60963 -1.26781 5.92942 0.009 -0.007 -0.014
H 0.32065 5.31763 -2.13078 -0.044 -0.009 0.007
H -0.66966 3.72529 -3.80605 -0.055 -0.012 0.023
H -3.71855 -1.44280 -3.37821 -0.010 0.024 0.013
H -1.72562 -3.04476 2.64407 -0.009 0.041 0.043
H 3.32092 4.28889 -0.12282 -0.002 -0.030 0.027
H 0.99902 5.02980 1.85503 0.007 -0.002 -0.005
H 0.61801 2.20851 3.92256 -0.016 0.004 -0.003
H -2.22517 0.28638 5.37224 0.000 0.001 0.006
H 2.74566 5.37359 -1.70035 -0.027 0.011 -0.022
H 3.11835 3.60861 1.49022 -0.017 -0.029 -0.011
H -4.90313 -0.26730 4.38903 0.007 -0.002 -0.002
H 4.34516 -2.56455 0.79983 -0.011 0.012 0.015
H 3.03313 4.11271 -2.90147 0.001 -0.014 0.022
H 1.33262 -5.12319 -3.93404 -0.007 0.010 -0.008
H -3.32011 1.82957 4.60682 -0.017 -0.006 0.002
H -4.63071 2.62753 3.74609 0.004 0.000 -0.012
H -6.02553 0.58587 3.32709 0.005 -0.005 0.016
H 3.70839 0.67778 -2.87025 -0.015 0.019 0.006
H 0.91716 2.75932 0.97097 -0.016 -0.006 0.009
H -1.79329 -2.53019 -0.72411 -0.019 0.098 -0.023
H 5.66346 -0.75203 -2.85074 0.001 -0.004 0.006
H 0.96063 3.27987 -4.31524 -0.013 0.007 0.003
H 0.44993 -2.96191 -4.71815 -0.008 -0.001 0.002
H -4.42831 -3.04636 -3.16711 0.010 -0.005 0.002
H 6.01042 -2.42952 -1.05330 -0.001 0.003 -0.009
H 1.06474 1.32934 -2.83993 0.028 -0.016 -0.008
H 0.41659 -5.70507 2.46523 -0.001 0.003 0.007
```
Forces are in eV/Å.

The total charge is -1. The calculation puts the HOMO energy at -4.9 eV. For the HOMO-LUMO gap, the calculation gives 7.3143 eV. The value obtained for the energy above the lowest of the compared OMol25 structures with the same formula, charge and spin is 0.000 eV.

Mulliken atomic charge list, values in e, 4 entries:
1 Hg 2.54
2 Br -0.26
3 Br -0.20
4 Ge -1.85